{
  "formula": "C5H6N2",
  "method": "wB97M-V/def2-TZVPD",
  "e_above_lowest_kcal_mol": 152.2,
  "homo_energy_ev": [-9.081, -8.063],
  "charge": 0,
  "max_force_ev_per_a": 0.77,
  "multiplicity": 1,
  "elements": ["N", "C", "C", "C", "C", "C", "N", "H", "H", "H", "H", "H", "H"],
  "positions_angstrom": [[2.4533, -0.9425, 0.8313], [1.2429, -0.8882, 0.8066], [0.7806, 0.4792, 0.5033], [0.3323, 0.6167, -0.9548], [-1.1240, 0.4041, -0.5834], [-1.3933, -0.6895, 0.3313], [-1.0076, 0.3971, 0.9467], [1.2269, 1.3144, 1.0317], [0.7702, -0.1407, -1.6120], [0.5155, 1.6067, -1.3765], [-1.9181, 1.0073, -1.0228], [0.3597, -1.6481, 0.6779], [-2.0548, -1.5118, 0.5631]]
}